# C45H70BrN5O2Se2Ti

A molecular structure, C45H70BrN5O2Se2Ti in a non-equilibrium geometry (ωB97M-V/def2-TZVPD, the Open Molecules 2025 dataset).

Its LUMO energy (alpha / beta) is -2.20 / -2.42 eV. Its HOMO energy (alpha / beta) is -0.351 / -0.351 Ha. Its orbital gap (alpha / beta) is 7.3 / 7.1 eV.

Structure (ORCA input):
```
! wB97M-V def2-TZVPD RIJCOSX def2/J DEFGRID3
* xyz 1 2
Br -1.578 0.062 -3.570
Se -3.688 2.524 -1.658
Se 1.264 -0.611 -1.771
Ti -0.107 1.217 -0.431
O -1.308 -0.148 -0.512
O 1.694 1.652 0.043
N -6.256 1.826 -0.579
N -6.090 1.369 -2.682
N -0.958 3.702 0.891
N -0.385 0.884 1.900
N -0.190 2.132 -2.296
C -1.108 -1.487 -0.528
C -5.414 1.891 -1.635
C 0.479 3.307 -2.328
C 2.699 -0.407 -0.526
C 2.753 0.813 0.176
C 5.811 2.567 1.458
C 3.632 -1.411 -0.400
C -2.066 -2.451 -0.165
C -0.842 1.790 -3.404
C 4.770 -0.049 1.145
C -5.947 2.298 0.753
C 1.213 5.490 -3.303
C -3.577 -2.239 0.003
C 6.446 -2.623 -0.612
C 0.055 -5.665 -0.132
C -0.915 -6.570 -0.904
C 0.189 4.593 0.670
C -0.324 -4.202 -0.336
C 0.530 -0.179 2.355
C -1.749 0.466 2.244
C 4.928 -3.690 1.067
C -0.022 -5.991 1.365
C 0.446 4.202 -3.374
C -4.018 -2.564 1.436
C -1.609 -3.763 -0.038
C -0.324 3.851 -4.485
C 3.891 1.030 0.978
C -0.952 2.623 -4.509
C 3.583 3.574 1.242
C -7.353 0.988 -2.283
C -2.150 4.534 0.671
C -5.547 1.243 -4.019
C 0.157 -1.936 -0.930
C 4.678 -1.272 0.504
C 6.686 -2.101 1.809
C 5.680 -2.404 0.699
C 0.550 -3.258 -0.855
C -0.974 3.275 2.299
C -4.286 -3.205 -0.964
C -0.043 2.123 2.619
C 1.474 -5.952 -0.620
C 4.089 2.143 3.217
C 4.314 2.316 1.709
C -4.052 -0.837 -0.359
C -7.457 1.275 -0.970
H -1.024 -5.820 1.758
H 2.213 -5.363 -0.075
H -8.270 1.135 -0.284
H -1.927 -6.516 -0.504
H -4.189 -4.245 -0.657
H -1.511 2.287 -5.367
H 0.539 6.330 -3.133
H 7.345 -2.959 1.943
H -3.879 -3.111 -1.971
H 3.047 1.906 3.437
H 1.111 3.500 -1.474
H 0.266 5.334 1.478
H 0.360 -0.396 3.418
H 4.347 3.063 3.744
H 5.773 -2.888 -1.427
H -8.057 0.546 -2.960
H -0.952 -6.292 -1.957
H -0.084 1.942 3.704
H 6.190 -1.912 2.762
H -3.817 -0.591 -1.396
H 6.025 2.602 0.390
H -5.210 2.217 -4.370
H 7.170 -3.430 -0.496
H 2.608 3.652 1.710
H -1.998 3.001 2.554
H 6.094 3.524 1.895
H -6.185 3.358 0.852
H 1.535 -3.536 -1.201
H -4.698 0.561 -4.013
H 0.355 -1.089 1.778
H 1.566 0.131 2.224
H -2.211 4.835 -0.372
H -2.100 5.433 1.301
H -6.523 1.723 1.474
H -0.707 4.121 2.952
H 0.987 2.372 2.365
H 4.151 4.455 1.540
H -5.350 -2.970 -1.002
H 0.674 -5.373 1.932
H -6.327 0.861 -4.672
H 7.312 -1.243 1.565
H 4.232 -3.986 0.282
H 3.461 3.598 0.160
H -3.607 -1.854 2.153
H 0.047 5.135 -0.261
H -5.137 -0.798 -0.234
H 0.232 -7.037 1.536
H 3.533 -2.301 -1.007
H -3.708 -3.563 1.739
H -1.903 -0.551 1.893
H 1.942 5.472 -2.494
H 4.706 1.340 3.619
H -3.604 -0.062 0.256
H -5.106 -2.518 1.506
H -0.403 4.520 -5.332
H -2.323 -4.502 0.299
H -0.590 -7.608 -0.836
H 4.362 -3.559 1.990
H 1.115 4.034 0.620
H -4.883 2.153 0.930
H -2.484 1.106 1.757
H -3.052 3.977 0.907
H 5.633 -4.509 1.210
H 1.708 -7.003 -0.460
H 5.597 0.100 1.822
H 6.450 1.809 1.906
H 1.583 -5.747 -1.686
H 1.744 5.677 -4.234
H 6.984 -1.719 -0.900
H -1.896 0.495 3.331
*
```

# C5H10O2

C5H10O2 in the gas phase (ωB97M-V/def2-TZVPD, the Open Molecules 2025 dataset).

Its LUMO energy is 0.28 eV. Its HOMO energy is -0.308 Ha. Its orbital gap is 8.7 eV.

Structure (ORCA input):
```
! wB97M-V def2-TZVPD RIJCOSX def2/J DEFGRID3
* xyz 0 1
O 1.561 0.614 1.294
O -1.128 0.559 0.445
C -1.321 0.605 -0.987
C 1.104 0.092 -1.073
C -1.554 -0.628 1.146
C -0.280 -0.453 -1.076
C 1.896 -0.228 0.216
H -0.736 -1.345 1.206
H 1.767 -1.289 0.480
H -2.352 0.354 -1.265
H -2.409 -1.093 0.649
H 1.203 1.176 -1.260
H 1.586 -0.465 -1.889
H -1.835 -0.294 2.147
H 0.618 0.820 1.223
H 2.961 -0.060 0.023
H -1.081 1.636 -1.280
*
```

Looking at energy above the lowest of the compared OMol25 structures with the same formula, charge and spin for the records above, in order, we have 0.00 132.15 kcal/mol.